No. 1
Entry from the OMol25 dataset: a 7-piece molecular cluster, CH16O6S overall in a non-equilibrium geometry (ωB97M-V/def2-TZVPD).

As for the spin multiplicity: 1. For the LUMO energy, the calculation gives 0.18 eV. The SMILES is CS.O.O.O.O.O.O. The charge is 0. The calculation puts the electronic energy at -897.26474 Eh. As for the HOMO-LUMO gap: 9.729 eV. The value obtained for the strongest force on any atom is 0.0481 Eh/bohr.

Atoms and positions in Å:
1 C 1.16309 -2.37335 1.02375
2 S 1.52547 -0.58358 0.50989
3 H 1.87956 -2.89160 0.40430
4 H 1.29931 -2.45927 2.09789
5 H 0.16989 -2.67158 0.79854
6 H 0.87071 -0.46182 -0.59289
7 O 1.38455 2.61845 0.17169
8 H 1.56911 3.27867 0.84480
9 H 0.45495 2.55239 0.42075
10 O -0.56707 1.52478 -1.82877
11 H -0.52154 0.70511 -2.29414
12 H 0.18544 2.03057 -2.13913
13 O -1.45795 0.06208 1.70546
14 H -0.84553 -0.59671 2.05909
15 H -1.48196 -0.30998 0.80273
16 O 0.10048 2.12616 2.84711
17 H 0.89693 1.92815 3.35565
18 H -0.17814 1.27095 2.49193
19 O -1.71547 -0.63009 -1.11349
20 H -1.51393 0.34346 -0.90636
21 H -0.82934 -1.01399 -1.13444
22 O -0.60774 -1.34439 -3.48829
23 H -0.86395 -2.26631 -3.31078
24 H -0.91688 -0.83810 -2.72530



No. 2
Entry from the OMol25 dataset: C6H10O in the gas phase (ωB97M-V/def2-TZVPD).

As for the spin multiplicity: 1. For the LUMO energy, the calculation gives 0.94 eV. The SMILES is C#C[C@](C)(O)CC. The charge is 0. The calculation puts the electronic energy at -309.78660 Eh. As for the HOMO-LUMO gap: 10.935 eV. The value obtained for the strongest force on any atom is 0.0106 Eh/bohr.

Atoms and positions in Å:
1 C 2.46726 -1.00887 -0.05989
2 C 1.45462 -0.36629 0.04819
3 C 0.22770 0.46070 0.04463
4 C 0.40473 1.54049 -1.02593
5 O 0.10094 1.09214 1.31675
6 C -1.00403 -0.42232 -0.23882
7 C -1.30237 -1.42327 0.87313
8 H 3.37098 -1.57138 -0.14932
9 H 1.33711 2.08406 -0.84532
10 H 0.43841 1.10693 -2.02870
11 H -0.43563 2.24649 -0.97684
12 H -0.22263 1.99187 1.14281
13 H -1.86437 0.24549 -0.38304
14 H -0.84149 -0.94477 -1.19058
15 H -2.20219 -2.00460 0.64522
16 H -1.45785 -0.90241 1.82182
17 H -0.47117 -2.12428 1.00589



No. 3
Entry from the OMol25 dataset: C16H22AlBeBr3Cl2F15NbO7PS2 as an isolated structure in a non-equilibrium geometry (ωB97M-V/def2-TZVPD).

As for the spin multiplicity: 1. For the LUMO energy, the calculation gives -6.44 eV. The charge is +1. The calculation puts the electronic energy at -12741.06492 Eh. As for the HOMO-LUMO gap: 2.308 eV. The value obtained for the strongest force on any atom is 0.0663 Eh/bohr.

Atoms and positions in Å:
1 C -0.16726 3.38488 -2.89424
2 Nb -1.20715 2.14943 -1.32685
3 S 0.90401 1.57809 -0.27807
4 C -1.30076 0.21427 -2.55428
5 C 0.08903 0.03559 -3.27279
6 C 1.07545 -0.77982 -2.42692
7 S 2.11199 -1.80653 -3.43866
8 O 1.52718 -2.05438 -4.71341
9 O 2.39248 -2.97277 -2.65874
10 O 3.45216 -1.02157 -3.61974
11 C -2.46684 1.48188 0.38476
12 C -1.68815 1.44792 1.70063
13 C -1.33942 0.05979 2.18312
14 F -0.82449 -0.76047 1.23445
15 F -2.49852 -0.55263 2.61089
16 C -0.37612 0.14081 3.40238
17 F -0.80571 1.17035 4.22951
18 F -0.43043 -1.00333 4.12673
19 C 1.06695 0.36690 2.90772
20 F 0.92727 1.32240 2.00813
21 F 1.45558 -0.76181 2.26452
22 C 2.08789 0.77099 4.02326
23 F 1.61400 0.38319 5.24426
24 F 2.16775 2.10956 4.04486
25 C 3.50661 0.20836 3.80613
26 F 3.91636 0.38878 2.54303
27 F 3.44818 -1.12538 4.05666
28 C 4.57794 0.82395 4.75899
29 F 5.59721 -0.03871 4.83558
30 F 5.03658 1.96669 4.25902
31 F 4.09328 1.02005 5.99031
32 P -1.30827 4.47545 -0.10481
33 O -1.40677 4.46475 1.42161
34 Cl 0.32838 5.50514 -0.46853
35 H -0.43305 4.43511 -2.90171
36 H -0.45349 2.95816 -3.85130
37 H 0.90274 3.34231 -2.73439
38 H -2.71242 2.67543 -2.18095
39 H 1.88953 2.08478 -1.02222
40 H -2.36576 0.39950 -3.30026
41 H -1.50620 -0.66113 -1.95245
42 H 0.54127 0.96535 -3.59342
43 H -0.03948 -0.53789 -4.17015
44 H 1.73035 -0.09824 -1.90243
45 H 0.57780 -1.39045 -1.68582
46 H 3.75744 -0.70672 -2.75758
47 H -3.32044 2.14244 0.49815
48 H -2.89730 0.52889 0.08478
49 H -2.32134 1.84030 2.48327
50 H -0.82675 2.08558 1.68769
51 H -0.53067 4.53664 1.94188
52 Al -2.05662 0.94421 5.97129
53 C 5.26160 -5.33526 -3.53375
54 Br 6.76169 -5.93400 -2.48556
55 Br 5.66259 -3.71596 -4.47516
56 Br 4.62345 -6.71023 -4.70546
57 H 4.46280 -5.10750 -2.84017
58 F 2.23131 2.92560 1.04019
59 C -6.56535 -1.97956 -0.23835
60 C -5.74338 -3.16081 -0.72281
61 O -4.80440 -2.52173 -1.60763
62 C -4.69396 -1.24039 -1.24519
63 O -3.86629 -0.48857 -1.68105
64 O -5.61615 -0.89859 -0.33745
65 H -6.91901 -2.08732 0.78171
66 H -7.41187 -1.75956 -0.88773
67 H -5.19006 -3.64756 0.08010
68 H -6.32585 -3.90577 -1.25453
69 F -0.77581 3.53353 3.30805
70 Be 5.81771 -5.42161 0.24260
71 Cl -2.40099 -0.68086 -4.33168



> What is the electronic energy in the second record?

-309.78660 Eh



> The lowest LUMO belongs to which entry?

C16H22AlBeBr3Cl2F15NbO7PS2



> What is the formula in the first record?

CH16O6S



> Which of these has the lowest strongest force on any atom?

C6H10O